Record 1
ORCA calculation (wB97M-V/def2-TZVPD) on a 2-piece molecular cluster, C24H26N2O8 overall in a non-equilibrium geometry.

Geometry as XYZ:
```
60
Properties=species:S:1:pos:R:3:mulliken_charge:R:1
O 0.0881 -1.5579 6.1595 -0.55
O -2.5216 2.6683 0.9716 -0.62
O 0.9211 3.1115 -4.7190 -0.60
O -1.5844 1.4643 -5.0943 -0.69
O 2.0954 -2.5454 6.4335 -0.46
O -3.6673 0.7510 1.2094 -0.46
O -0.0521 -2.1809 3.4424 -0.40
O -2.2240 -1.2980 2.2852 -0.63
C 1.0044 -2.2192 5.7008 0.51
C -2.5715 1.5182 1.3837 0.54
C 1.0744 2.1086 -4.0276 0.73
C -1.8978 2.2260 -4.1828 0.05
C 0.9284 -2.6713 4.2827 -0.06
C 1.7729 -3.6823 3.8294 -0.52
C 1.9194 -5.6182 -0.0204 -0.38
C 1.4063 -4.3233 0.0692 -0.74
C 2.3913 -6.2548 1.1298 -0.61
C 0.8590 1.4015 2.9969 -1.23
C 0.9729 0.0631 3.3701 -0.03
C 1.3557 -3.6705 1.3064 -0.17
C 2.3379 -5.6010 2.3675 -0.50
C -0.2984 1.8561 2.3660 -0.43
C -0.0855 -0.8322 3.1332 0.86
C -1.2471 -0.3630 2.4909 0.53
C 1.8056 -4.3045 2.4836 0.72
C -1.3733 0.9861 2.0832 -0.30
N -2.9739 3.0197 -4.2679 -0.09
N 0.2942 1.8111 -2.9699 0.11
C 2.2329 1.1760 -4.3264 -1.22
C -3.8286 3.1024 -5.4505 -0.91
C 0.8552 2.1186 -1.6663 -0.77
C 0.1922 3.4322 -1.2329 -0.08
C -1.0256 3.5949 -2.1518 -1.06
C -1.1038 2.2405 -2.8608 0.40
H 1.9227 -2.1632 7.3086 0.35
H -4.3043 1.3206 0.7586 0.38
H -1.9481 -2.1177 2.7314 0.36
H 2.4654 -4.1032 4.5525 0.47
H 1.9568 -6.1254 -0.9806 0.38
H 1.0492 -3.8192 -0.8245 0.41
H 2.7977 -7.2597 1.0636 0.37
H 1.6709 2.0943 3.1998 0.41
H 1.8909 -0.2685 3.8432 0.52
H 0.9734 -2.6569 1.3194 0.40
H 2.7056 -6.1205 3.2475 0.36
H -0.3582 2.9086 2.0987 0.48
H -3.1798 3.6189 -3.4853 0.28
H 1.8286 0.2001 -4.5893 0.27
H 2.7952 1.5751 -5.1691 0.37
H 2.8798 1.0868 -3.4578 0.32
H -4.3247 2.1436 -5.6131 0.28
H -3.2146 3.3259 -6.3257 0.28
H -4.5780 3.8846 -5.3264 0.35
H 1.9393 2.2386 -1.6963 0.37
H 0.5930 1.3251 -0.9644 0.33
H 0.8772 4.2682 -1.3796 0.41
H -0.1112 3.3760 -0.1890 -0.25
H -1.9323 3.8023 -1.5825 0.44
H -0.8338 4.3898 -2.8752 0.42
H -1.6132 1.5480 -2.1890 0.28
```

Its SMILES is O=C(O)/C(=C/c1ccccc1)Oc1cccc(C(=O)O)c1O.CNC(=O)[C@@H]1CCCN1C(C)=O. The calculation puts the gap between HOMO and LUMO at 8.25 eV. Its relative energy (zero: lowest compared OMol25 entry of this formula, charge and spin) is 82.0 kJ/mol. The HOMO energy comes out at -8.79 eV. The calculation puts the electronic energy at -44670.30038 eV.



Record 2
ORCA calculation (wB97M-V/def2-TZVPD) on a 2-piece molecular cluster, C24H26N2OS2 overall in a non-equilibrium geometry.

Geometry as XYZ:
```
55
Properties=species:S:1:pos:R:3:mulliken_charge:R:1
C -0.2341 -2.8576 -1.6645 -1.20
C -1.0397 -1.7775 -0.9488 -0.32
O -0.7923 -1.9267 0.4727 -0.24
C -1.2598 -0.9612 1.3175 0.12
S -0.5958 -0.8554 2.8617 -0.17
S -2.3990 0.1271 0.7529 -0.41
H -0.5563 -2.9463 -2.7067 0.36
H 0.8295 -2.5941 -1.6954 0.29
H -0.3328 -3.8461 -1.2004 0.31
H -0.7086 -0.7771 -1.2877 0.37
H -2.1147 -1.8817 -1.1899 0.32
C -0.7089 2.3790 5.2157 -1.68
C -0.4692 1.3329 6.2271 -0.02
N 0.2628 1.5730 7.3500 0.16
C 0.8020 2.8675 7.7216 -0.96
C 0.3368 0.4248 8.1482 -0.04
C -0.4436 -0.5770 7.5134 1.13
C -0.7056 -1.7458 8.2193 0.06
C -0.0856 -1.9582 9.4583 -0.95
C 0.7144 -0.9724 10.0505 -0.68
C 0.9145 0.2549 9.4018 -0.99
C -0.9264 -0.0121 6.2527 1.81
C -1.7359 -0.6092 5.2777 -1.94
C -1.9796 -2.0031 5.2481 1.13
C -3.2474 -2.6017 5.0659 -0.05
C -4.5515 -1.9727 4.8028 -1.71
N -3.1193 -3.9500 5.2027 0.28
C -4.2201 -4.9008 5.1430 -0.95
C -1.7793 -4.2883 5.3993 0.28
C -1.0266 -3.0765 5.4115 0.68
C 0.3431 -3.1440 5.6148 0.12
C 0.9142 -4.3867 5.9404 -0.95
C 0.1442 -5.5594 5.9822 -0.65
C -1.2230 -5.5306 5.6701 -1.07
H -1.1830 1.9236 4.3408 0.35
H -1.3740 3.1710 5.6021 0.36
H 0.2410 2.8362 4.8961 0.40
H 1.3212 2.7627 8.6757 0.33
H 1.4960 3.2373 6.9591 0.31
H -0.0019 3.6043 7.8356 0.32
H -1.3809 -2.4878 7.8083 0.40
H -0.2237 -2.9042 9.9783 0.41
H 1.1541 -1.1435 11.0322 0.39
H 1.5085 1.0543 9.8441 0.21
H -2.4177 0.0413 4.7214 0.52
H -4.4176 -0.8968 4.6907 0.36
H -5.0057 -2.3507 3.8745 0.37
H -5.2502 -2.1458 5.6344 0.37
H -3.8036 -5.8970 5.3037 0.35
H -4.9573 -4.6786 5.9251 0.31
H -4.7152 -4.8548 4.1647 0.29
H 0.9424 -2.2374 5.5130 0.47
H 1.9832 -4.4416 6.1462 0.41
H 0.6087 -6.5027 6.2663 0.40
H -1.8467 -6.4223 5.6315 0.26
```

The calculation puts the gap between HOMO and LUMO at 5.36 eV. Its relative energy (zero: lowest compared OMol25 entry of this formula, charge and spin) is 8.6 kJ/mol. The HOMO energy comes out at -6.38 eV. The calculation puts the electronic energy at -52007.04525 eV.



Record 3
ORCA calculation (wB97M-V/def2-TZVPD) on C24H26N4PbS2Si as an isolated structure in a non-equilibrium geometry.

Geometry as XYZ:
```
58
Properties=species:S:1:pos:R:3:mulliken_charge:R:1
C 0.8052 2.3371 1.2226 -1.02
C -0.2462 2.6871 0.3260 -0.41
C -1.4836 2.3253 0.9336 -0.95
H -0.1233 3.1744 -0.6424 0.82
C -1.1983 1.7283 2.1919 -0.64
C 0.2170 1.7327 2.3721 -0.44
H 0.7531 1.3928 3.2649 0.62
H 1.8683 2.5266 1.0535 0.47
H -2.4727 2.5108 0.5056 0.46
H -1.9354 1.3921 2.9298 0.51
Pb -1.6544 -2.0337 1.4948 0.63
C -0.2889 -0.9896 -0.8858 -1.50
H -1.0629 -0.4055 -0.3604 -0.05
H 0.4642 -1.4450 -0.2373 0.52
H -0.7414 -1.7374 -1.5487 0.59
Si 0.7286 0.4336 -2.1519 0.34
C 2.1614 -0.1631 -3.1702 0.79
C 3.1431 0.7790 -3.5400 -0.42
H 2.9507 1.8522 -3.4628 0.31
C 4.4124 0.3478 -3.9510 -0.60
H 5.1860 1.0875 -4.1435 0.35
C 4.6785 -1.0177 -4.0965 -0.45
H 5.6810 -1.3344 -4.4019 0.35
C 3.6530 -1.9500 -3.8667 -0.49
H 3.8519 -3.0120 -4.0109 0.36
C 2.3918 -1.5231 -3.4364 -0.62
H 1.5912 -2.2486 -3.2851 0.35
C -0.7046 1.1609 -3.0749 0.70
C -0.4601 2.0994 -4.0991 -0.59
H 0.4515 2.0331 -4.7063 0.37
C -1.3627 3.1584 -4.2676 -0.40
H -1.1311 3.9632 -4.9666 0.39
C -2.5536 3.1981 -3.5260 -0.54
H -3.2423 4.0388 -3.6379 0.35
C -2.8914 2.1379 -2.6723 -0.35
H -3.8366 2.1540 -2.1203 0.40
C -1.9939 1.0807 -2.5082 -0.74
H -2.2734 0.2368 -1.8756 0.40
H 1.3636 1.7742 -1.3236 0.36
H 1.4544 1.9363 -2.1696 -0.43
N -4.5208 -1.4549 3.6092 -0.42
C -3.5245 -2.0845 4.2630 0.54
N -2.3007 -2.2063 3.7583 -0.27
C -1.4070 -2.7524 4.6748 -0.07
C -1.9944 -3.1358 5.8560 -0.31
S -3.6960 -2.7839 5.8347 -0.21
C -0.0520 -2.6509 4.2799 0.02
C 1.1023 -2.8455 4.9959 -0.39
S 2.4733 -2.3365 4.0825 -0.20
C 1.4262 -1.7773 2.8256 0.40
N 0.1493 -2.0836 3.0240 -0.07
N 1.8765 -1.0768 1.7368 -0.20
H -5.3737 -1.2904 4.1197 0.23
H -4.3050 -0.8811 2.7954 0.15
H -1.4602 -3.6023 6.6778 0.39
H 1.1334 -3.2744 5.9907 0.40
H 2.8911 -1.0250 1.7225 0.25
H 1.4317 -0.1572 1.5979 -0.06
```

The calculation puts the gap between HOMO and LUMO (alpha / beta) at 4.31 / 5.27 eV. Its relative energy (zero: lowest compared OMol25 entry of this formula, charge and spin) is 152.9 kJ/mol. The HOMO energy (alpha / beta) comes out at -4.75 / -5.59 eV. The calculation puts the electronic energy at -66059.28057 eV.